{
  "formula": "C19H46ClIN11O29PS",
  "method": "ωB97M-V/def2-TZVPD",
  "symbols": ["C", "C", "O", "C", "O", "C", "C", "C", "C", "Cl", "O", "S", "O", "O", "O", "C", "P", "O", "I", "H", "H", "H", "H", "H", "H", "H", "H", "H", "H", "H", "H", "H", "C", "N", "O", "O", "H", "H", "H", "C", "N", "O", "O", "H", "H", "H", "C", "N", "O", "O", "H", "H", "H", "C", "N", "O", "O", "H", "H", "H", "C", "N", "O", "O", "H", "H", "H", "C", "N", "O", "O", "H", "H", "H", "C", "N", "O", "O", "H", "H", "H", "C", "N", "O", "O", "H", "H", "H", "C", "N", "O", "O", "H", "H", "H", "C", "N", "O", "O", "H", "H", "H", "C", "N", "O", "O", "H", "H", "H"],
  "xyz": [[0.4022, 2.3129, 1.5686], [0.2734, 3.8729, 1.1619], [-0.0907, 4.6272, 2.3530], [-1.4864, 4.9118, 2.4084], [-1.7975, 6.0070, 2.9481], [-2.6052, 3.9638, 1.7949], [-4.0323, 4.0615, 2.5148], [-4.6744, 2.6573, 2.9192], [-5.3390, 1.8408, 1.7116], [-4.7067, 2.0578, 0.0053], [-4.8876, 0.4667, 2.0141], [-6.0154, -0.7171, 1.5579], [-6.4319, -1.6358, 2.6803], [-5.2424, -1.4832, 0.5318], [-7.1617, 0.4034, 1.0245], [-6.9338, 1.6863, 1.7172], [-8.0466, 3.0115, 0.9310], [-7.5838, 3.2896, -0.7187], [-7.6949, 5.2165, 2.0070], [-0.4437, 1.7262, 1.0559], [0.3245, 2.2583, 2.7180], [1.4195, 1.8657, 1.3082], [1.3359, 4.2107, 0.8629], [-0.3821, 4.0714, 0.2537], [-2.7651, 4.3197, 0.7072], [-2.2729, 2.8646, 1.6990], [-4.7127, 4.7359, 1.8922], [-3.8585, 4.6349, 3.5009], [-5.4758, 2.8045, 3.7345], [-3.8763, 1.9758, 3.3946], [-7.3990, 1.5101, 2.7584], [-7.0612, 4.1293, -0.7698], [-3.7440, -1.9868, -1.8639], [-2.5454, -2.1854, -2.7203], [-1.8032, -3.1160, -2.4430], [-2.3880, -1.4017, -3.6419], [-3.7534, -2.7517, -1.0907], [-3.6717, -0.9939, -1.4227], [-4.6224, -2.0729, -2.5022], [-1.5887, 1.5254, 6.2948], [-2.0642, 2.5155, 5.2942], [-1.4811, 2.5556, 4.2235], [-3.0079, 3.2191, 5.6186], [-0.7513, 0.9749, 5.8718], [-1.2795, 2.0773, 7.1813], [-2.4202, 0.8564, 6.5146], [3.2394, 2.1750, 4.4983], [1.9785, 1.7775, 5.1781], [1.9485, 1.8475, 6.3957], [1.0599, 1.4087, 4.4633], [3.9679, 2.4802, 5.2527], [3.5990, 1.3097, 3.9420], [3.0044, 3.0041, 3.8311], [-0.7804, -4.0244, -5.0401], [0.4173, -4.2203, -5.8982], [1.1586, -5.1468, -5.6224], [0.5699, -3.4335, -6.8206], [-0.7879, -4.7896, -4.2674], [-0.7097, -3.0327, -4.5987], [-1.6591, -4.1124, -5.6781], [-0.0899, -0.1173, -5.9164], [0.9488, 0.7740, -5.3373], [0.5679, 1.7575, -4.7286], [2.1128, 0.4522, -5.5157], [-1.0716, 0.2887, -5.6811], [0.0669, -0.1483, -6.9936], [0.0369, -1.1019, -5.4702], [5.5949, 0.3870, -6.0485], [6.6336, 1.2783, -5.4689], [6.2515, 2.2624, -4.8599], [7.7967, 0.9570, -5.6469], [4.6125, 0.7927, -5.8139], [5.7524, 0.3565, -7.1257], [5.7217, -0.5984, -5.6021], [-0.1886, -2.7642, 0.6941], [-0.4260, -1.4179, 1.2758], [-1.0491, -1.3584, 2.3218], [0.0251, -0.4647, 0.6577], [-0.6398, -3.5117, 1.3405], [-0.6486, -2.7798, -0.2942], [0.8831, -2.9054, 0.6320], [3.4224, -5.3992, 2.3870], [2.5550, -4.2937, 1.9031], [3.0648, -3.1932, 1.7727], [1.3893, -4.5652, 1.6709], [4.4258, -5.0114, 2.5509], [2.9943, -5.7687, 3.3178], [3.4277, -6.1721, 1.6195], [-0.0313, -6.3421, -9.0793], [-1.2926, -6.7323, -8.3962], [-1.3137, -6.6648, -7.1782], [-2.2151, -7.0918, -9.1057], [0.6980, -6.0459, -8.3271], [0.3205, -7.2079, -9.6384], [-0.2613, -5.5094, -9.7426], [7.5539, 2.2013, 6.2301], [6.0775, 2.2821, 6.3791], [5.5173, 3.2585, 5.9043], [5.5321, 1.3649, 6.9657], [7.9004, 3.0806, 5.6906], [7.9834, 2.1679, 7.2303], [7.7784, 1.2930, 5.6724], [3.6863, -0.3854, -0.1810], [4.6979, 0.5265, 0.4142], [4.2864, 1.4961, 1.0302], [5.8694, 0.2366, 0.2428], [2.6921, -0.0063, 0.0504], [3.8516, -0.4025, -1.2575], [3.8350, -1.3708, 0.2583]],
  "forces_ev_per_angstrom": [[-0.7, 0.6, 0.0], [2.1, -1.5, -0.2], [-3.0, 0.1, -1.5], [-0.1, 3.2, 1.8], [0.8, -4.1, -1.8], [0.1, -0.6, -1.2], [0.6, 0.8, 1.1], [0.1, 0.7, -0.3], [0.1, -1.9, 1.5], [-0.5, 0.7, 1.1], [-2.5, -0.8, 0.0], [3.1, -2.8, 0.8], [0.4, 4.0, -3.0], [-2.9, 2.5, 1.5], [1.2, -1.0, 0.6], [1.5, -0.2, 0.5], [-1.3, -0.1, -2.3], [0.4, 0.7, 2.6], [0.4, -0.7, -0.1], [1.5, 0.7, 1.0], [-0.1, 0.0, -2.2], [-1.4, 0.7, 0.0], [-1.7, -0.1, 0.6], [0.6, -0.2, 1.4], [0.5, -0.5, 1.6], [-0.3, 1.8, 0.4], [0.8, -1.2, 0.9], [-0.3, -0.9, -1.5], [1.1, -0.2, -1.4], [-1.2, 1.1, -1.0], [1.1, 0.7, -1.2], [-0.4, -1.1, -0.1], [-0.1, -0.1, 0.2], [-0.2, 0.0, 0.1], [-0.1, 0.5, -0.2], [0.2, -0.5, 0.3], [0.1, 0.1, -0.2], [-0.1, -0.1, -0.1], [0.1, 0.2, 0.0], [0.2, -0.4, 0.1], [0.2, 0.0, -0.1], [-0.7, 0.2, 0.5], [0.3, -0.2, -0.3], [-0.1, 0.2, 0.0], [-0.1, 0.0, -0.1], [0.0, 0.2, 0.1], [0.3, 0.0, 0.2], [0.1, 0.0, 0.0], [-0.3, -0.1, -0.5], [0.5, -0.2, 0.8], [-0.7, -0.2, -0.3], [-0.2, 0.1, -0.1], [0.0, -0.2, -0.1], [0.0, -0.1, 0.1], [0.0, -0.3, 0.1], [-0.1, 0.5, -0.4], [0.1, -0.3, 0.2], [0.1, 0.1, -0.2], [-0.1, -0.1, -0.1], [0.1, 0.1, 0.0], [-0.4, 0.0, -0.1], [-0.1, 0.3, 0.2], [0.4, -0.4, -0.2], [-0.3, 0.2, 0.1], [0.2, 0.0, 0.1], [0.1, -0.1, 0.1], [0.1, 0.1, -0.2], [-0.4, 0.0, 0.0], [0.1, 0.2, 0.1], [0.3, -0.4, -0.2], [-0.4, 0.2, 0.1], [0.2, 0.0, 0.0], [0.1, -0.1, 0.1], [0.1, 0.1, -0.1], [-0.5, 0.2, -0.3], [-0.2, 0.0, 0.1], [0.3, 0.2, -0.5], [-0.2, -0.6, 0.3], [0.1, 0.3, 0.0], [0.1, 0.1, 0.0], [-0.3, 0.3, -0.2], [0.4, -0.1, 0.1], [0.0, -0.1, 0.1], [-0.4, -0.3, 0.0], [1.1, -0.5, 0.5], [-0.2, 0.0, -0.1], [-0.1, 0.0, -0.2], [-0.1, 0.0, 0.1], [0.4, 0.1, 0.1], [-0.2, -0.1, 0.0], [-0.2, 0.0, -0.4], [0.3, 0.1, 0.4], [-0.2, 0.0, 0.0], [-0.1, 0.1, 0.0], [0.0, -0.2, 0.0], [0.3, 0.2, -0.2], [0.0, 0.0, 0.1], [0.6, -0.2, 0.5], [0.1, 0.5, -0.3], [-0.2, -0.1, 0.1], [-0.1, -0.1, -0.1], [0.0, 0.0, 0.2], [-0.4, 0.0, -0.1], [0.1, 0.1, 0.0], [0.3, -0.3, -0.1], [-0.5, 0.2, 0.2], [0.1, 0.0, 0.0], [0.1, -0.1, 0.1], [0.1, 0.1, -0.1]],
  "lowdin_charge": [-0.077, -0.209, -0.066, -0.372, 0.050, -0.129, -0.207, -0.135, -0.698, 0.729, -0.282, 0.809, -0.268, -0.296, -0.277, -0.512, 0.581, -0.437, 0.458, 0.061, 0.053, 0.062, 0.128, 0.122, 0.119, 0.103, 0.050, 0.118, 0.133, 0.122, 0.147, 0.025, 0.039, -0.412, 0.040, 0.062, 0.092, 0.091, 0.111, 0.053, -0.401, 0.065, 0.064, 0.071, 0.106, 0.102, 0.054, -0.403, 0.073, 0.022, 0.040, 0.102, 0.112, 0.026, -0.439, 0.064, 0.039, 0.097, 0.055, 0.107, 0.045, -0.438, 0.076, 0.045, 0.094, 0.106, 0.071, 0.039, -0.450, 0.066, 0.053, 0.071, 0.101, 0.102, 0.037, -0.412, 0.078, 0.032, 0.094, 0.082, 0.063, 0.056, -0.409, 0.068, 0.038, 0.099, 0.106, 0.105, 0.045, -0.440, 0.053, 0.066, 0.082, 0.102, 0.104, 0.050, -0.427, 0.044, 0.079, 0.098, 0.102, 0.103, 0.051, -0.439, 0.050, 0.061, 0.078, 0.104, 0.077],
  "gap_ev": 8.40,
  "charge": 0
}